1.
This record from the OMol25 dataset describes C36H37CoN6O2P2 as an isolated structure. The level of theory is ωB97M-V/def2-TZVPD.

Last column: Mulliken charge in e.
Cartesian coordinates (Å):
1 Co 1.084 1.564 -0.978  -1.298
2 N -0.412 0.026 1.655  0.059
3 P -0.283 1.470 0.792  0.369
4 C 0.526 2.609 1.943  0.262
5 C 0.713 3.925 1.511  -0.387
6 C 1.388 4.830 2.315  -0.758
7 C 1.884 4.429 3.548  -0.586
8 C 1.712 3.120 3.974  -0.703
9 C 1.043 2.208 3.170  -0.537
10 C -1.970 2.090 0.595  1.025
11 C -2.499 3.106 1.386  -0.630
12 C -3.819 3.499 1.211  -0.720
13 C -4.607 2.886 0.249  -0.687
14 C -4.083 1.872 -0.542  -0.712
15 C -2.768 1.473 -0.369  -0.283
16 P -0.837 -1.522 0.931  0.771
17 C -1.682 -2.261 2.381  0.599
18 C -2.597 -3.269 2.079  -0.675
19 C -3.290 -3.927 3.085  -0.617
20 C -3.093 -3.570 4.410  -0.495
21 C -2.195 -2.560 4.725  -0.898
22 C -1.491 -1.915 3.719  -0.189
23 C 0.796 -2.376 1.024  -0.987
24 C 1.449 -2.614 -0.186  1.050
25 C 2.693 -3.234 -0.208  -0.889
26 C 3.299 -3.617 0.977  -0.473
27 C 2.658 -3.386 2.190  -0.780
28 C 1.415 -2.776 2.212  -0.024
29 H -0.909 0.178 2.526  0.511
30 H 0.322 4.237 0.549  0.450
31 H 1.528 5.848 1.976  0.441
32 H 2.411 5.137 4.175  0.388
33 H 2.109 2.803 4.929  0.428
34 H 0.947 1.178 3.489  0.365
35 H -1.891 3.593 2.137  0.373
36 H -4.227 4.292 1.825  0.432
37 H -5.631 3.206 0.105  0.397
38 H -4.680 1.420 -1.321  0.431
39 H -2.347 0.702 -1.005  0.147
40 H -2.773 -3.532 1.042  0.355
41 H -3.995 -4.707 2.830  0.408
42 H -3.642 -4.072 5.196  0.379
43 H -2.039 -2.275 5.758  0.419
44 H -0.780 -1.146 4.000  0.343
45 H 0.988 -2.289 -1.109  0.068
46 H 3.182 -3.418 -1.157  0.546
47 H 4.268 -4.100 0.962  0.408
48 H 3.126 -3.691 3.117  0.429
49 H 0.919 -2.619 3.162  0.413
50 C 4.824 -0.218 -0.488  -1.926
51 C 3.568 0.426 -0.970  0.600
52 N 2.508 0.544 -0.220  0.729
53 O 2.665 0.192 1.120  -0.639
54 C 3.451 0.958 -2.290  0.477
55 C 4.435 0.826 -3.402  -1.646
56 N 2.311 1.612 -2.489  1.114
57 O 2.060 2.140 -3.578  -0.749
58 H 4.883 -0.192 0.595  0.366
59 H 5.691 0.272 -0.925  0.528
60 H 4.831 -1.263 -0.805  0.295
61 H 2.055 -0.551 1.259  0.281
62 H 5.263 0.175 -3.131  0.413
63 H 4.831 1.801 -3.694  0.308
64 H 3.938 0.417 -4.284  0.329
65 N -3.691 2.095 -3.827  -0.616
66 C -2.626 2.534 -3.720  0.582
67 N -1.413 3.072 -3.683  -0.737
68 C -0.697 2.953 -2.653  0.699
69 N -0.016 2.911 -1.690  -0.401
70 C -0.777 -2.900 -3.212  -1.850
71 C -1.267 -1.455 -3.351  2.257
72 C -1.123 -0.990 -4.806  -1.697
73 C -2.739 -1.366 -2.926  -1.385
74 C -0.463 -0.565 -2.491  0.096
75 C 0.147 0.216 -1.800  0.737
76 H -1.363 -3.555 -3.861  0.506
77 H -0.888 -3.252 -2.184  0.211
78 H 0.273 -2.986 -3.498  0.326
79 H -1.713 -1.636 -5.461  0.444
80 H -0.080 -1.027 -5.123  0.372
81 H -1.479 0.034 -4.917  0.279
82 H -3.343 -2.034 -3.545  0.508
83 H -3.120 -0.352 -3.054  0.121
84 H -2.856 -1.662 -1.880  0.133

Cartesian forces, eV/Å:
Co -0.04 -0.09 -0.05
N -0.01 0.01 0.00
P -0.01 0.01 0.00
C 0.00 0.02 -0.01
C -0.02 -0.01 0.01
C 0.00 0.00 0.01
C 0.00 0.00 0.00
C 0.00 -0.01 0.00
C 0.01 0.00 -0.01
C 0.00 -0.02 -0.05
C -0.02 -0.03 0.04
C 0.00 0.00 0.00
C 0.00 -0.01 0.00
C 0.00 0.02 0.01
C 0.02 0.02 -0.02
P 0.01 0.01 0.01
C -0.01 0.00 0.01
C 0.00 0.00 0.00
C 0.00 0.00 -0.01
C 0.00 0.00 0.01
C 0.00 0.00 0.00
C 0.00 0.00 0.00
C -0.02 -0.03 0.00
C 0.00 0.00 0.00
C 0.00 0.00 0.00
C 0.00 0.00 0.00
C 0.01 0.00 -0.01
C 0.00 0.01 0.01
H 0.02 -0.01 0.02
H 0.00 0.00 0.00
H 0.00 0.00 0.00
H 0.00 0.00 0.00
H 0.00 0.00 0.00
H 0.00 0.00 0.00
H 0.01 0.00 0.00
H 0.00 0.00 0.00
H 0.00 0.00 0.00
H 0.00 -0.01 0.00
H -0.01 0.00 0.00
H 0.00 0.00 0.00
H 0.00 0.00 0.00
H 0.00 0.00 0.00
H 0.00 0.00 0.00
H 0.00 0.00 -0.01
H -0.01 0.01 -0.01
H 0.00 0.00 0.00
H 0.00 0.00 0.00
H 0.00 0.00 0.00
H 0.00 0.00 0.00
C 0.00 0.00 0.00
C 0.00 0.00 -0.02
N 0.01 0.00 0.02
O 0.01 0.00 0.01
C 0.01 -0.01 0.00
C 0.00 0.00 0.00
N -0.02 0.01 0.02
O 0.00 0.00 0.01
H 0.00 -0.01 0.00
H 0.00 0.00 0.00
H 0.00 0.00 0.00
H -0.01 0.00 0.01
H 0.00 0.00 0.00
H 0.00 0.00 0.00
H 0.00 0.00 0.00
N 0.03 -0.05 -0.03
C -0.05 0.12 0.04
N 0.11 -0.07 -0.05
C -0.19 -0.03 0.06
N 0.07 0.16 0.00
C 0.01 0.00 0.00
C -0.02 -0.01 0.04
C 0.00 0.01 0.00
C -0.01 0.00 0.00
C -0.08 0.08 -0.01
C 0.17 -0.11 -0.02
H 0.00 0.00 0.00
H 0.00 0.00 0.00
H 0.00 0.00 0.00
H 0.00 0.00 0.00
H 0.00 0.00 0.00
H 0.00 -0.01 0.00
H 0.00 -0.01 0.00
H 0.01 -0.02 -0.01
H 0.00 0.00 0.00

The value obtained for the frontier orbital gap (alpha / beta) is 7.3 / 7.3 eV. The value obtained for the energy relative to the best compared isomer or geometry (same formula, charge and spin) is 2.4 kJ/mol. The net charge is 0.

=====

2.
This record from the OMol25 dataset describes one molecule with the formula C4HI. The level of theory is ωB97M-V/def2-TZVPD.

Last column: Mulliken charge in e.
Cartesian coordinates (Å):
1 C -1.090 -0.590 -1.319  -0.217
2 C -0.388 -0.202 -0.343  0.169
3 C -0.306 0.573 0.807  -0.520
4 C 1.970 1.279 0.930  -0.089
5 I 1.362 -0.216 2.234  0.315
6 H -1.548 -0.844 -2.308  0.342

Cartesian forces, eV/Å:
C 1.64 0.59 0.90
C -2.53 -1.00 -2.62
C 1.20 0.88 -0.02
C -1.62 -0.78 0.11
I 0.56 -0.02 -0.02
H 0.75 0.33 1.64

The value obtained for the frontier orbital gap (alpha / beta) is 6.8 / 6.9 eV. The value obtained for the energy relative to the best compared isomer or geometry (same formula, charge and spin) is 550.1 kJ/mol. The net charge is 0.

=====

3.
This record from the OMol25 dataset describes C21H34CrN5O3S3Se as an isolated structure. The level of theory is ωB97M-V/def2-TZVPD.

Last column: Mulliken spin population.
Cartesian coordinates (Å):
1 Cr 0.140 0.187 0.927  3.894
2 C -2.822 3.250 0.458  0.011
3 C -1.906 3.779 1.560  0.009
4 S -0.589 2.682 2.166  0.036
5 C -1.274 1.967 3.676  -0.003
6 C -2.381 0.935 3.515  0.005
7 S -2.030 -0.365 2.292  -0.017
8 C -3.604 -0.473 1.402  0.005
9 C -3.903 0.599 0.366  0.009
10 S -4.249 2.268 1.000  0.001
11 H -2.267 2.671 -0.278  0.003
12 H -3.239 4.115 -0.061  0.000
13 H -2.477 4.114 2.427  0.001
14 H -1.371 4.652 1.182  0.000
15 H -1.637 2.780 4.308  0.002
16 H -0.413 1.533 4.185  -0.005
17 H -3.298 1.425 3.199  0.000
18 H -2.555 0.450 4.476  0.000
19 H -4.386 -0.539 2.159  -0.001
20 H -3.557 -1.444 0.904  0.002
21 H -4.799 0.289 -0.175  0.000
22 H -3.090 0.675 -0.354  0.006
23 C 3.441 0.785 -1.826  0.003
24 C 2.158 0.808 -1.069  0.042
25 N 2.046 0.338 0.124  -0.076
26 O 3.220 -0.219 0.642  0.007
27 C 0.894 1.244 -1.681  0.066
28 C 0.782 1.848 -3.039  -0.003
29 N -0.163 0.935 -0.977  -0.117
30 O -1.338 1.058 -1.507  0.012
31 H 3.735 -0.251 -2.003  0.004
32 H 4.237 1.244 -1.242  0.003
33 H 3.347 1.291 -2.781  0.000
34 H 2.941 -1.111 0.898  0.006
35 H 1.627 2.498 -3.260  0.001
36 H -0.142 2.421 -3.087  0.001
37 H 0.724 1.088 -3.825  0.003
38 C 1.565 -0.742 5.441  0.000
39 N 2.277 0.193 4.580  0.012
40 C 3.427 0.878 5.151  -0.001
41 C 1.912 0.396 3.330  0.017
42 O 0.936 -0.172 2.799  -0.034
43 H 2.252 -1.512 5.790  0.001
44 H 0.756 -1.203 4.882  0.000
45 H 1.163 -0.211 6.305  0.001
46 H 4.167 0.150 5.479  0.000
47 H 3.117 1.477 6.007  0.000
48 H 3.875 1.530 4.405  0.001
49 H 2.527 1.110 2.776  0.007
50 C 1.293 -4.426 -2.275  -0.002
51 N 0.481 -3.265 -2.589  0.004
52 C -0.102 -2.426 -1.705  0.015
53 Se 0.040 -2.530 0.148  0.046
54 N -0.834 -1.543 -2.406  0.007
55 C -0.685 -1.771 -3.766  0.000
56 C -1.207 -1.124 -4.876  0.001
57 C -0.854 -1.635 -6.113  0.001
58 C -0.021 -2.754 -6.235  0.000
59 C 0.494 -3.401 -5.124  0.001
60 C 0.145 -2.878 -3.887  0.001
61 H 1.374 -4.508 -1.195  0.001
62 H 2.285 -4.313 -2.711  0.000
63 H 0.820 -5.322 -2.675  0.000
64 H -1.275 -0.705 -2.010  0.016
65 H -1.854 -0.264 -4.776  0.000
66 H -1.235 -1.165 -7.009  0.000
67 H 0.223 -3.124 -7.221  0.000
68 H 1.133 -4.268 -5.220  0.000

Cartesian forces, eV/Å:
Cr -0.03 -0.03 0.14
C 0.04 0.01 -0.01
C -0.06 0.02 -0.01
S 0.03 0.02 0.02
C 0.00 -0.01 0.01
C -0.04 0.03 -0.01
S 0.03 -0.03 0.00
C -0.02 0.01 0.01
C -0.01 -0.02 -0.05
S -0.01 0.01 0.00
H 0.01 0.00 -0.01
H -0.01 0.00 0.02
H 0.01 -0.01 0.01
H 0.01 -0.01 -0.02
H 0.01 0.01 -0.01
H 0.01 -0.01 0.00
H 0.01 -0.01 0.02
H 0.00 -0.01 0.00
H 0.00 0.00 0.00
H 0.02 0.00 0.01
H 0.00 0.01 0.01
H 0.01 0.01 0.00
C 0.03 0.00 0.00
C -0.23 0.07 -0.09
N 0.12 0.04 -0.09
O 0.00 0.05 0.02
C 0.05 -0.07 0.12
C 0.00 -0.01 -0.04
N 0.03 -0.03 -0.15
O 0.00 0.01 0.02
H 0.00 0.00 0.02
H 0.00 0.00 -0.01
H 0.01 0.01 0.01
H 0.00 -0.07 0.04
H -0.01 0.01 0.00
H 0.01 0.03 0.00
H 0.02 -0.02 0.03
C -0.01 -0.01 0.00
N 0.03 0.01 0.01
C 0.00 -0.01 -0.01
C -0.02 -0.01 0.00
O 0.01 -0.05 -0.01
H 0.00 0.00 0.00
H 0.00 0.00 0.00
H 0.00 0.00 0.00
H 0.01 0.00 0.00
H 0.00 0.00 0.00
H 0.00 0.00 0.00
H -0.01 0.00 -0.01
C 0.02 0.03 -0.01
N 0.00 0.02 -0.07
C -0.08 -0.09 -0.01
Se -0.02 0.09 -0.02
N 0.08 0.11 -0.02
C -0.02 -0.05 0.00
C 0.04 0.00 -0.01
C 0.01 -0.02 0.00
C -0.01 0.00 0.00
C -0.01 0.02 0.00
C 0.00 -0.05 0.09
H 0.00 0.00 0.00
H 0.00 0.00 0.00
H 0.00 0.00 0.01
H -0.02 -0.02 0.04
H -0.01 0.01 0.00
H 0.00 0.00 0.00
H 0.00 0.00 0.00
H 0.00 0.00 0.00

Its multiplicity is 5. The value obtained for the frontier orbital gap (alpha / beta) is 7.3 / 7.7 eV. The value obtained for the energy relative to the best compared isomer or geometry (same formula, charge and spin) is 1.8 kJ/mol. The net charge is +1.

=====

4.
This record from the OMol25 dataset describes one molecule with the formula C3H4ClNO. The level of theory is ωB97M-V/def2-TZVPD.

Last column: Mulliken charge in e.
Cartesian coordinates (Å):
1 C -1.688 0.538 -0.163  -0.369
2 C -0.549 -0.101 0.072  -0.008
3 C 1.826 -0.502 -0.033  0.122
4 H -1.915 1.577 -0.199  0.357
5 H -0.676 -1.144 0.308  0.240
6 H 0.930 1.268 0.148  0.234
7 H 1.555 -1.524 0.017  0.295
8 N 0.739 0.308 0.211  -0.135
9 O 2.980 -0.104 -0.265  -0.547
10 Cl -3.203 -0.315 -0.096  -0.189

Cartesian forces, eV/Å:
C -0.16 0.00 0.54
C -1.45 -1.27 0.44
C 2.36 1.84 -0.47
H 0.56 0.70 -0.36
H 0.06 -0.49 -0.29
H 0.36 1.47 -0.11
H -0.15 -1.48 -0.03
N 1.19 0.21 -0.35
O -2.83 -0.71 0.71
Cl 0.07 -0.27 -0.07

The value obtained for the frontier orbital gap is 10.0 eV. The value obtained for the energy relative to the best compared isomer or geometry (same formula, charge and spin) is 66.5 kJ/mol. The SMILES is O=CN/C=C/Cl. The net charge is 0.